# C17H17ClFN3O3S

An isolated molecule of C17H17ClFN3O3S (the ωB97M-V functional and the def2-TZVPD basis, the Open Molecules 2025 dataset).

The geometry in XYZ format:
```
43
Properties=species:S:1:pos:R:3:nbo_charge:R:1
O -0.87057 -3.53748 -0.04512 -0.600
C -0.11637 -2.59255 -0.04250 0.694
N -0.52291 -1.29291 -0.08764 -0.656
C -1.84582 -0.85552 -0.03005 0.055
C -2.89436 -1.52064 -0.65897 -0.173
C -4.18451 -1.02914 -0.59014 -0.234
C -4.44572 0.14012 0.10711 -0.036
Cl -6.04963 0.76534 0.17707 0.015
C -3.42714 0.81536 0.76331 -0.318
C -2.15270 0.29846 0.69017 0.447
F -1.15331 0.92195 1.36445 -0.344
C 1.40117 -2.75487 0.01070 -0.305
C 1.99789 -2.21155 1.32089 -0.413
C 2.06460 -0.67846 1.41094 -0.242
N 2.16001 -0.08031 0.08444 -0.713
S 2.53836 1.56760 0.08147 2.327
O 3.34811 1.84268 -1.06841 -0.926
O 3.00597 1.97295 1.37396 -0.929
C 0.93051 2.29442 -0.21432 -0.374
C 0.44784 3.30244 0.59892 -0.129
C -0.79995 3.83350 0.30832 -0.252
C -1.49554 3.31612 -0.77576 0.051
N -1.02637 2.35500 -1.55532 -0.408
C 0.16786 1.86147 -1.28599 0.054
C 2.91432 -0.90261 -0.84325 -0.232
C 2.07785 -2.12334 -1.22511 -0.407
H 0.19941 -0.58424 -0.00770 0.437
H -2.68795 -2.43355 -1.19177 0.248
H -4.98850 -1.55111 -1.08337 0.232
H -3.61586 1.71176 1.33085 0.241
H 1.56559 -3.83680 0.00434 0.244
H 1.42115 -2.59238 2.16484 0.236
H 3.00759 -2.61618 1.40850 0.216
H 2.93028 -0.38281 2.01679 0.219
H 1.17844 -0.26420 1.89902 0.215
H 1.04223 3.63557 1.43524 0.246
H -1.22392 4.62006 0.91195 0.229
H -2.47930 3.68160 -1.03824 0.203
H 0.53307 1.08773 -1.94698 0.206
H 3.86825 -1.21140 -0.39738 0.184
H 3.13700 -0.28988 -1.71625 0.249
H 2.72811 -2.85105 -1.71042 0.227
H 1.31479 -1.83112 -1.94858 0.216
```

Properties
HOMO-LUMO gap ... 9.036 eV
Structure (SMILES) ... O=C(Nc1ccc(Cl)cc1F)C1CCN(S(=O)(=O)c2cccnc2)CC1
Charge ... 0
HOMO energy ... -8.749 eV
Spin multiplicity ... 1

# C17H17ClINOTi

C17H17ClINOTi as an isolated structure (the ωB97M-V functional and the def2-TZVPD basis, the Open Molecules 2025 dataset).

The geometry in XYZ format:
```
39
Properties=species:S:1:pos:R:3:nbo_charge:R:1
C 1.94377 1.11539 -0.73468 -0.557
C 0.39657 -0.45643 -2.68057 -0.427
C 2.23045 -0.17785 -0.14033 -0.320
H 1.90452 2.04889 -0.12319 0.204
C 0.56626 -1.67177 -1.91608 -0.300
H -0.57471 -0.25071 -3.16585 0.234
H 2.72190 -0.06076 0.84677 0.230
H -0.14858 -2.52328 -2.05438 0.241
C 2.96117 -1.23716 -1.02876 -0.420
H 3.65466 -1.79058 -0.36424 0.216
H 3.66136 -0.81033 -1.76905 0.213
C 2.17977 1.37257 -2.20339 -0.409
H 3.25139 1.51797 -2.46688 0.189
H 1.77170 2.36068 -2.46075 0.206
C 1.58592 0.33858 -3.17965 -0.427
H 2.36914 -0.32898 -3.56060 0.207
H 1.17176 0.90261 -4.04200 0.221
C 1.99317 -2.20166 -1.70497 -0.433
H 2.42897 -2.50052 -2.66932 0.215
H 1.97306 -3.08865 -1.05434 0.217
Ti -0.00340 0.01423 -0.65232 1.240
H 1.06188 -0.86305 0.47368 0.029
Cl -4.72200 0.48747 4.34154 0.016
C -3.67905 -0.02480 3.07952 -0.106
C -3.89026 -1.25098 2.45099 -0.213
C -3.14156 -1.64732 1.33504 -0.215
I -3.29957 -3.55720 0.47329 0.177
C -2.22327 -0.73675 0.77138 0.307
O -1.66859 -0.91719 -0.41140 -0.727
C -1.82192 0.39081 1.53966 0.097
N -0.73193 1.06958 1.05560 -0.496
C -0.36621 2.20009 1.69894 0.084
C -1.10356 2.67056 2.80146 -0.262
C -2.20569 1.99282 3.31140 -0.135
C -2.58373 0.79868 2.68995 -0.021
H -4.66552 -1.90466 2.82124 0.239
H 0.52659 2.71148 1.30553 0.219
H -0.76152 3.61284 3.22901 0.228
H -2.76296 2.39534 4.15776 0.241
```

Properties
HOMO-LUMO gap (alpha / beta) ... 5.863 / 6.647 eV
Charge ... 0
HOMO energy (alpha / beta) ... -6.587 / -7.382 eV
Spin multiplicity ... 3

# C17H17N3O

An isolated molecule of C17H17N3O (the ωB97M-V functional and the def2-TZVPD basis, the Open Molecules 2025 dataset).

The geometry in XYZ format:
```
38
Properties=species:S:1:pos:R:3:nbo_charge:R:1
C 1.24157 3.22107 -1.50870 -0.425
C 0.34985 2.98425 -0.51428 -0.096
C 0.56757 1.81034 0.48644 -0.389
C 1.73364 0.99276 0.11584 -0.086
C 2.95649 1.25554 0.54763 -0.170
C 4.12295 0.30264 0.38111 -0.284
C 3.92712 -0.66565 -0.41704 -0.129
C 2.55469 -0.96285 -1.24847 -0.329
C 1.58119 -0.07098 -0.89891 0.407
O 0.23730 -0.05447 -1.31696 -0.520
C -0.09940 -1.46102 -1.88880 -0.127
C -0.26948 -2.45994 -0.94787 -0.196
N -0.96652 -1.66548 0.31250 -0.175
N -0.07158 -1.69377 1.38092 -0.083
N -0.62011 -1.13536 2.50942 -0.182
C -2.03554 -0.89592 1.93868 0.004
C -2.94962 -0.03216 2.66530 -0.130
C -4.20082 0.22575 1.93393 -0.216
C -4.17585 -0.36239 0.65545 -0.193
C -3.27922 -1.06200 -0.20158 -0.264
C -2.06404 -1.33774 0.68508 0.090
H 0.98149 4.01434 -2.45712 0.204
H 2.21526 2.61124 -1.56074 0.211
H -0.35066 3.43132 -0.33677 0.130
H -0.25206 1.51864 0.56476 0.189
H 0.93922 2.48141 1.43244 0.205
H 3.24124 1.83806 1.40727 0.214
H 5.04127 0.33919 0.65774 0.215
H 4.60236 -1.61849 -0.88052 0.206
H 2.37517 -1.71332 -1.75194 0.170
H 0.40945 -1.81046 -2.73541 0.209
H -1.08495 -0.94990 -2.18957 0.227
H -1.09773 -3.21485 -1.17818 0.247
H 0.56231 -2.64235 -0.54800 0.221
H -2.71855 0.20722 3.71273 0.232
H -4.93934 0.48446 2.34705 0.172
H -5.08054 -0.28606 0.17259 0.195
H -3.38415 -1.62305 -1.32604 0.246
```

Properties
HOMO-LUMO gap ... 8.667 eV
Structure (SMILES) ... C=CCc1ccccc1OCCn1nnc2ccccc21
Charge ... 0
HOMO energy ... -8.414 eV
Spin multiplicity ... 1

# C17H17N3O3S2

C17H17N3O3S2 as an isolated structure (the ωB97M-V functional and the def2-TZVPD basis, the Open Molecules 2025 dataset).

The geometry in XYZ format:
```
42
Properties=species:S:1:pos:R:3:nbo_charge:R:1
C 3.18547 -1.63506 -0.24771 -0.640
C 2.78540 -2.94797 0.35293 -0.029
C 3.72767 -3.94086 0.57142 -0.213
C 3.36098 -5.15699 1.11962 -0.207
C 2.04546 -5.38165 1.47457 -0.208
C 1.07388 -4.40706 1.28288 -0.021
C 1.45245 -3.19625 0.69905 0.191
N 0.50029 -2.17183 0.48265 -0.661
C -0.62166 -2.29470 -0.25236 0.681
O -0.98988 -3.30990 -0.80682 -0.623
C -1.43206 -0.99602 -0.35465 -0.515
C -0.90451 -0.11679 -1.47456 -0.628
H -0.49981 -0.69652 -2.30119 0.266
H -1.66412 0.56476 -1.84916 0.247
S 0.45939 0.96714 -0.91542 2.166
O 1.50835 0.94065 -1.89812 -0.937
O 0.83270 0.64178 0.44265 -0.957
C -0.21551 2.63157 -0.88346 -0.359
C 0.42494 3.66183 -1.51068 -0.136
C -0.05401 4.98514 -1.42173 -0.208
C -1.17219 5.29467 -0.69521 -0.165
C -1.85099 4.25371 -0.03922 0.070
N -2.95291 4.32966 0.70949 -0.601
S -3.33336 2.86280 1.22539 1.003
N -2.13961 2.04051 0.53202 -0.660
C -1.36941 2.89806 -0.13739 0.165
H -1.54142 6.30393 -0.61139 0.236
H 0.48534 5.76561 -1.93554 0.229
H 1.31479 3.43533 -2.07711 0.252
H -1.40074 -0.43915 0.58198 0.253
H -2.46430 -1.27702 -0.57096 0.246
H 0.79659 -1.22714 0.71421 0.437
C -0.33551 -4.65644 1.71716 -0.641
H -0.38540 -5.52070 2.37478 0.211
H -0.73639 -3.78742 2.23764 0.213
H -0.96570 -4.83798 0.84682 0.252
H 1.76150 -6.32514 1.91772 0.206
H 4.10363 -5.92518 1.27699 0.210
H 4.75821 -3.76028 0.30179 0.206
H 2.99203 -0.81319 0.44180 0.224
H 2.62244 -1.42921 -1.15756 0.227
H 4.24488 -1.63563 -0.49072 0.218
```

Properties
HOMO-LUMO gap ... 6.980 eV
Charge ... 0
HOMO energy ... -8.441 eV
Spin multiplicity ... 1

# C17H17N5S

An isolated molecule of C17H17N5S (the ωB97M-V functional and the def2-TZVPD basis, the Open Molecules 2025 dataset).

The geometry in XYZ format:
```
40
Properties=species:S:1:pos:R:3:nbo_charge:R:1
C -0.59771 -0.92280 1.84524 -0.639
C -0.98108 -1.63512 0.58755 0.002
C -2.30574 -1.73492 0.18752 -0.196
C -2.65503 -2.41215 -0.96696 -0.207
C -1.67829 -3.01569 -1.73928 -0.216
C -0.35151 -2.92452 -1.35944 -0.207
C -0.00353 -2.23058 -0.21028 0.136
N 1.36161 -2.12004 0.16067 -0.591
C 2.06442 -0.99076 -0.01055 0.615
N 3.34491 -0.99867 0.36178 -0.589
C 3.98781 0.14893 0.16528 0.594
N 5.25901 0.23730 0.59493 -0.778
N 3.46540 1.23293 -0.42296 -0.584
C 2.19473 1.11095 -0.77554 0.467
C 1.60216 2.27061 -1.51584 -0.588
S -0.07327 1.94198 -2.12337 0.292
C -1.09551 1.95044 -0.68679 -0.163
C -0.67754 2.36631 0.56865 -0.200
C -1.57797 2.38836 1.62028 -0.212
C -2.89187 1.99856 1.43356 -0.246
C -3.30663 1.57650 0.17977 -0.189
C -2.41638 1.55017 -0.87369 -0.234
N 1.43733 0.05748 -0.56133 -0.581
H -0.02631 -0.02888 1.60225 0.234
H -1.48042 -0.62411 2.40388 0.219
H 0.02605 -1.56001 2.47138 0.219
H -3.07179 -1.27328 0.79296 0.212
H -3.69202 -2.47276 -1.26213 0.211
H -1.94599 -3.54968 -2.63864 0.213
H 0.42369 -3.38117 -1.95755 0.215
H 1.88454 -2.94222 0.42104 0.414
H 5.71494 -0.59449 0.92228 0.404
H 5.79223 1.04847 0.34062 0.406
H 2.19977 2.45536 -2.41009 0.261
H 1.61720 3.17871 -0.91284 0.243
H 0.34252 2.67083 0.74482 0.203
H -1.24327 2.71456 2.59479 0.213
H -3.58777 2.02262 2.25920 0.213
H -4.32990 1.26787 0.02226 0.212
H -2.72878 1.22294 -1.85345 0.221
```

Properties
HOMO-LUMO gap ... 8.709 eV
Structure (SMILES) ... Cc1ccccc1Nc1nc(N)nc(CSc2ccccc2)n1
Charge ... 0
HOMO energy ... -7.872 eV
Spin multiplicity ... 1

# C17H17NO3S

An isolated molecule of C17H17NO3S (the ωB97M-V functional and the def2-TZVPD basis, the Open Molecules 2025 dataset).

The geometry in XYZ format:
```
39
Properties=species:S:1:pos:R:3:nbo_charge:R:1
C -0.66441 5.13376 -3.29376 -0.625
C -0.08644 3.91452 -2.64130 -0.012
C -0.46975 3.53189 -1.36298 -0.223
C 0.05602 2.39039 -0.79173 -0.201
C 0.97148 1.60668 -1.48455 0.095
N 1.47155 0.45443 -0.83536 -0.632
C 1.46080 -0.80047 -1.32850 0.650
O 1.10644 -1.12704 -2.43919 -0.604
C 1.97611 -1.83959 -0.30911 -0.162
O 0.98372 -2.18686 0.65147 -0.496
C 0.81535 -1.37690 1.70595 0.770
O 1.43752 -0.34156 1.85443 -0.632
C -0.17984 -1.85936 2.65664 -0.319
C -0.88431 -2.99174 2.48156 -0.107
C -1.86778 -3.49788 3.38252 -0.270
C -2.31815 -2.99143 4.58089 -0.200
C -3.30495 -3.78754 5.18047 -0.256
C -3.60597 -4.89524 4.44448 -0.397
S -2.68936 -4.98753 3.00405 0.471
C 1.40463 1.99357 -2.75507 0.092
C 2.45550 1.22997 -3.49453 -0.663
C 0.85139 3.13991 -3.30933 -0.236
H -1.37294 4.84196 -4.06919 0.220
H 0.11801 5.72645 -3.76399 0.217
H -1.18694 5.75268 -2.56871 0.213
H -1.18452 4.12596 -0.81244 0.208
H -0.24320 2.09172 0.20315 0.212
H 1.60847 0.54420 0.17032 0.438
H 2.86739 -1.45579 0.19991 0.204
H 2.20129 -2.76605 -0.83950 0.220
H -0.31204 -1.22652 3.52071 0.220
H -0.70660 -3.57963 1.59106 0.231
H -1.94968 -2.07846 5.01102 0.224
H -3.77542 -3.55332 6.11849 0.229
H -4.31768 -5.66480 4.66948 0.240
H 2.82575 1.80664 -4.33827 0.210
H 2.04659 0.28845 -3.86026 0.255
H 3.28780 0.98931 -2.83382 0.214
H 1.17414 3.44522 -4.29503 0.203
```

Properties
HOMO-LUMO gap ... 7.877 eV
Structure (SMILES) ... Cc1ccc(NC(=O)COC(=O)/C=C/c2cccs2)c(C)c1
Charge ... 0
HOMO energy ... -8.389 eV
Spin multiplicity ... 1

Number 1: energy -54593.034 eV. Number 2: energy -65178.017 eV. Number 3: energy -24406.611 eV. Number 4: energy -50188.427 eV. Number 5: energy -36192.618 eV. Number 6: energy -36373.130 eV.